No. 1
The following is a DFT calculation (ωB97M-V/def2-TZVPD) of a molecular structure, C23H29FN2O4RuSb2 at a distorted geometry.

```
62
Properties=species:S:1:pos:R:3:forces:R:3
Ru -1.20351 -0.66778 0.66921 -1.74 2.29 2.06
C -3.47423 -1.38723 0.62668 0.19 1.34 0.25
C -3.27535 -0.55352 1.77217 -0.92 0.10 0.08
C -2.42186 -1.23237 2.67849 -0.10 0.81 -0.95
C -1.92448 -2.37260 2.01399 0.14 -0.72 -1.01
C -2.60526 -2.48798 0.74670 1.35 -0.55 0.30
H -4.20975 -1.22806 -0.15104 0.13 0.03 0.02
H -3.87260 0.31527 2.01628 0.21 0.02 -0.11
H -2.16787 -0.91777 3.67874 0.18 0.18 -0.05
H -1.33158 -3.15678 2.46905 0.13 0.20 -0.18
H -2.58843 -3.36809 0.11523 0.19 0.23 -0.03
C -2.97646 0.89374 -3.74874 -0.89 0.40 0.89
Sb -1.75889 0.18778 -2.10459 1.95 -1.91 -0.82
C -1.65336 -1.86229 -2.79755 0.04 0.44 0.11
C 0.22240 1.02881 -2.86650 -0.75 0.28 0.89
C 1.04501 -0.04019 -3.39842 0.81 -1.14 -0.08
C 0.91100 -0.36690 -4.75881 0.03 0.08 0.34
C 1.66262 -1.35923 -5.34192 0.29 -0.37 0.14
C 2.55745 -2.10110 -4.56121 -0.34 0.23 -0.33
C 2.70399 -1.80855 -3.22134 -0.20 0.27 0.10
C 1.99133 -0.76972 -2.61430 -0.51 0.06 -1.03
C 2.32400 -0.42539 -1.22568 -0.45 -0.33 1.30
Sb 1.15204 -1.50932 0.32536 1.55 -0.35 -0.94
C 1.51702 -3.57512 -0.11642 -0.22 0.33 0.03
C 2.35314 -1.23068 2.07267 -0.35 0.09 0.02
H -2.58202 0.49333 -4.67676 0.43 -0.31 0.16
H -2.96495 1.97860 -3.76963 0.02 0.07 0.05
H -3.99658 0.55114 -3.61010 -0.12 0.00 -0.08
H -1.31581 -1.89130 -3.83053 0.03 0.03 -0.06
H -2.65134 -2.29251 -2.74083 -0.07 -0.03 0.04
H -0.97135 -2.43175 -2.16391 -0.06 0.12 -0.08
H 0.62508 1.55865 -2.01358 0.02 0.11 -0.02
H -0.12689 1.71582 -3.63270 -0.10 0.08 0.03
H 0.22498 0.21265 -5.35915 -0.09 0.06 -0.13
H 1.56752 -1.56615 -6.39625 -0.01 -0.01 -0.09
H 3.15138 -2.87889 -5.01538 0.03 -0.09 -0.03
H 3.41198 -2.36554 -2.62485 0.14 -0.04 0.02
H 2.18713 0.62780 -0.99293 0.08 0.00 0.09
H 3.34010 -0.72990 -0.97931 0.05 0.15 -0.02
H 2.58421 -3.75220 -0.03788 0.15 0.02 0.01
H 1.17628 -3.84937 -1.11177 -0.04 0.09 -0.04
H 1.00511 -4.18860 0.62170 -0.03 0.00 0.03
H 3.33529 -1.67025 1.90845 -0.04 -0.02 -0.12
H 1.85960 -1.73963 2.90365 0.07 0.05 -0.07
H 2.44301 -0.16948 2.31310 -0.05 -0.07 -0.05
F -1.63082 4.97569 5.48416 -0.15 0.19 0.27
C -0.66042 4.24898 4.96265 0.21 -0.29 -1.29
C -0.55848 4.12032 3.61332 -0.95 0.75 2.01
N 0.42206 3.37860 3.05273 1.38 -0.88 -0.05
C 0.45477 3.10881 1.64408 0.09 -0.61 0.04
C -0.07736 1.69461 1.37364 0.60 1.60 -0.11
O -0.23430 1.35893 0.16870 -0.96 -1.30 -0.62
O -0.32144 0.91315 2.29913 -0.79 -2.10 -0.22
C 1.34795 2.64984 3.82960 -0.85 0.86 -0.41
O 2.17076 1.94990 3.29624 0.66 -0.56 -0.26
N 1.21819 2.81486 5.17258 0.37 -0.25 0.35
C 0.28558 3.58927 5.87981 -0.36 0.27 -0.54
O 0.29944 3.65937 7.07203 -0.05 -0.01 0.28
H -1.25376 4.62496 2.95600 0.01 0.01 0.03
H 1.49406 3.13595 1.29206 -0.25 0.00 -0.04
H -0.13164 3.83747 1.08278 0.03 -0.05 0.11
H 1.89629 2.32191 5.75110 -0.14 0.14 -0.18
```
Positions in Å, forces in eV/Å.

The lowest unoccupied orbital energy (alpha / beta) comes out at -9.311 / -9.315 eV. Its HOMO-LUMO gap (alpha / beta) is 4.0 / 4.0 eV. Its net charge is +2. As for the HOMO energy (alpha / beta): -13.327 / -13.327 eV.

No. 2
The following is a DFT calculation (ωB97M-V/def2-TZVPD) of a molecular structure, C39H64BInN19O2S at a distorted geometry.

```
127
Properties=species:S:1:pos:R:3:forces:R:3
O 0.62924 5.20118 -2.13451 -0.89 -2.04 -2.09
B 0.92061 4.02789 -3.02332 -0.88 0.31 -0.47
O 2.17544 3.23624 -2.91785 -2.27 0.81 1.62
C -0.24266 3.63920 -4.15923 2.42 0.54 -0.70
In -2.11744 2.87076 -3.14932 -0.21 -0.88 -0.16
S -3.77013 4.69949 -2.54424 -1.05 -0.78 1.11
H -0.32099 5.48581 -2.37856 2.10 -0.64 0.38
H 2.17142 2.66097 -2.08392 -0.16 1.14 -1.54
H -0.53422 4.54197 -4.84575 0.46 -1.47 1.30
H 0.22232 2.81065 -4.87387 -1.18 1.56 1.43
H -2.94636 1.76422 -4.31989 0.34 0.17 0.86
H -1.61005 2.00013 -1.62641 -0.13 0.25 -0.16
H -4.71885 3.99015 -1.73949 1.66 0.82 -1.32
C -0.49923 -0.88964 -0.81942 1.10 0.93 -0.19
C 0.59081 0.14425 -1.05024 5.80 5.73 -1.18
N 1.49512 1.00187 -1.24174 -7.06 -7.06 1.76
H -0.24336 -1.51568 0.03973 0.14 0.15 -0.01
H -1.45196 -0.38963 -0.62456 0.24 0.17 -0.17
H -0.60451 -1.52415 -1.70368 0.16 0.45 0.20
C -1.57680 -5.17673 -1.02154 -0.14 1.01 -0.58
C -1.69730 -3.93845 -1.89478 -0.74 6.49 -4.74
N -1.79721 -2.91118 -2.61916 0.62 -8.48 5.53
H -1.70878 -4.90596 0.02955 0.03 0.12 -0.18
H -2.34283 -5.90548 -1.30046 0.09 0.27 -0.07
H -0.59021 -5.62992 -1.15142 -0.12 0.18 -0.08
C -0.83233 6.22593 0.28406 -1.29 0.47 0.25
C -2.22649 6.76885 0.55232 -7.68 2.96 1.46
N -3.38306 7.21922 0.77478 9.26 -3.53 -1.63
H -0.33486 6.83500 -0.47559 -0.19 -0.13 0.13
H -0.24015 6.24907 1.20300 -0.17 0.06 -0.07
H -0.89625 5.19420 -0.07239 -0.11 0.21 -0.02
C 0.72696 0.60312 3.09781 -1.12 -1.00 0.16
C 0.02261 -0.73908 2.98466 -2.67 -4.76 -0.11
N -0.56163 -1.85255 2.89079 10.66 8.14 -4.83
H 1.29019 0.80686 2.18304 -0.11 -0.13 0.11
H -0.00833 1.39841 3.24789 0.22 0.03 0.02
H 1.41708 0.59165 3.94587 -0.11 -0.13 -0.10
C 3.97504 -0.71058 0.46266 -0.41 -0.55 1.04
C 3.41938 -1.40161 1.69721 -2.98 -3.78 6.74
N 2.95834 -1.97486 2.72132 3.73 4.50 -8.12
H 3.57999 0.30673 0.39528 -0.06 -0.22 0.03
H 5.06609 -0.66587 0.51987 -0.18 -0.11 0.10
H 3.68804 -1.26431 -0.43546 -0.01 0.09 0.19
C 4.86052 1.56685 -4.17055 0.29 -1.12 0.52
C 5.20625 0.18741 -3.63388 1.80 -7.33 2.90
N 5.49312 -0.95690 -3.18863 -2.21 8.97 -3.49
H 5.74123 2.01708 -4.63657 -0.10 -0.21 0.03
H 4.06431 1.48802 -4.91588 0.16 -0.03 0.23
H 4.52144 2.21029 -3.35409 -0.08 -0.19 -0.09
C -2.02496 -5.29786 -5.74266 -0.48 -0.54 1.00
C -2.58062 -5.98889 -4.50811 -3.04 -3.75 6.74
N -3.04166 -6.56214 -3.48399 3.68 4.50 -8.30
H -2.42001 -4.28055 -5.81004 0.03 -0.17 0.17
H -0.93391 -5.25315 -5.68545 -0.21 -0.04 0.12
H -2.31196 -5.85159 -6.64078 -0.01 0.00 0.23
C -3.79923 -4.52530 3.90510 1.08 0.36 -0.77
C -2.70919 -3.49140 3.67427 4.62 4.18 -1.06
N -1.80488 -2.63378 3.48277 -12.87 -7.01 6.49
H -3.54336 -5.15134 4.76424 0.09 0.21 -0.11
H -4.75196 -4.02528 4.09995 0.26 0.07 -0.03
H -3.90451 -5.15980 3.02083 -0.08 0.01 0.12
C -5.77250 3.00960 -6.38811 1.28 -0.22 0.02
C -4.28087 2.73525 -6.48901 8.16 -1.39 -0.82
N -3.04348 2.50759 -6.57276 -10.01 1.92 0.19
H -6.27947 2.15259 -5.93642 0.20 0.11 0.00
H -5.94780 3.89386 -5.76922 0.19 -0.17 0.01
H -6.18762 3.18443 -7.38446 0.18 -0.06 0.09
C -6.56291 2.40667 0.94610 0.30 -0.01 -1.54
C -6.32387 2.42120 -0.55492 1.08 -0.03 -8.14
N -6.12564 2.43329 -1.80012 -1.90 -0.42 9.91
H -7.43638 1.79142 1.17856 0.12 0.07 -0.13
H -5.68976 1.99358 1.45858 -0.28 0.17 -0.36
H -6.73825 3.42434 1.30554 0.13 -0.17 -0.12
C 2.75529 0.72808 -8.36404 0.93 0.70 0.39
C 3.92532 1.56633 -7.87540 6.41 4.58 2.65
N 4.89590 2.26172 -7.46996 -7.75 -5.59 -3.26
H 1.84158 1.32863 -8.36609 0.21 -0.01 0.09
H 2.94999 0.37246 -9.37957 0.10 0.11 0.19
H 2.61361 -0.13369 -7.70611 0.11 0.20 -0.04
C 3.35751 -2.61166 6.13261 -0.59 -0.61 1.00
C 2.80185 -3.30269 7.36717 -2.98 -3.73 6.66
N 2.34082 -3.87594 8.39128 3.58 4.53 -8.01
H 2.96246 -1.59435 6.06523 0.03 -0.28 0.07
H 4.44856 -2.56695 6.18982 -0.23 -0.07 0.03
H 3.07051 -3.16539 5.23450 0.02 0.11 0.22
C -2.63552 1.96370 4.33870 -1.19 0.19 -0.38
C -4.07079 2.17921 3.88706 -7.81 1.18 -2.44
N -5.26146 2.35797 3.51247 9.65 -1.46 3.48
H -2.50230 0.93291 4.67817 -0.12 0.11 -0.12
H -1.95059 2.15656 3.50844 -0.29 0.01 0.06
H -2.39764 2.64325 5.16164 -0.16 -0.05 -0.16
C -1.14249 8.27681 -5.61568 -0.51 -0.62 1.00
C -1.69815 7.58578 -4.38112 -2.94 -3.74 6.67
N -2.15918 7.01253 -3.35701 4.01 4.86 -8.15
H -1.53754 9.29412 -5.68306 0.00 -0.18 0.11
H -0.05144 8.32152 -5.55846 -0.19 -0.09 0.10
H -1.42949 7.72308 -6.51379 0.01 0.01 0.22
C 3.35529 -6.13728 3.72195 0.95 0.70 0.41
C 4.52532 -5.29904 4.21060 6.46 4.57 2.65
N 5.49590 -4.60365 4.61604 -7.77 -5.65 -3.25
H 2.44158 -5.53673 3.71991 0.21 0.03 0.01
H 3.54999 -6.49290 2.70643 0.07 0.14 0.17
H 3.21361 -6.99905 4.37989 0.13 0.19 -0.04
C 3.98017 0.40354 8.95123 0.17 -0.02 -1.34
C 4.21922 0.41807 7.45021 1.39 0.23 -8.13
N 4.41745 0.43016 6.20501 -1.58 -0.01 9.92
H 3.10670 -0.21171 9.18369 0.20 0.10 -0.09
H 4.85332 -0.00954 9.46371 -0.13 0.03 -0.18
H 3.80484 1.42121 9.31067 0.03 -0.14 -0.17
C 8.09412 -1.46999 -5.52283 -0.30 -0.35 -1.18
C 7.72010 -1.95449 -6.91415 -2.03 -2.64 -7.61
N 7.40981 -2.35634 -8.06836 2.48 3.20 9.22
H 7.25211 -0.93470 -5.07560 0.08 -0.20 -0.12
H 8.35186 -2.32228 -4.88814 -0.12 0.09 -0.18
H 8.95370 -0.79669 -5.58109 -0.13 -0.13 -0.14
C 0.44827 -3.18783 11.66322 0.72 0.98 -0.23
C 1.35189 -1.99411 11.40072 4.97 6.52 -1.50
N 2.10145 -1.00380 11.18294 -6.09 -7.96 1.85
H 0.06782 -3.58257 10.71719 0.21 0.16 0.07
H 1.00863 -3.97355 12.17732 0.02 0.21 -0.13
H -0.39636 -2.88567 12.28845 0.20 0.08 -0.09
C -5.65908 -2.73564 0.79637 0.30 -1.18 -0.12
C -5.30753 -4.20890 0.66860 1.91 -7.99 -0.75
N -5.01587 -5.43106 0.56254 -2.28 9.73 0.91
H -6.37582 -2.45471 0.01992 0.15 -0.15 0.08
H -6.10222 -2.54189 1.77705 0.08 -0.14 -0.13
H -4.75778 -2.12641 0.68634 -0.08 -0.19 -0.02
```
Positions in Å, forces in eV/Å.

The lowest unoccupied orbital energy comes out at 1.542 eV. Its HOMO-LUMO gap is 5.7 eV. Its net charge is -1. As for the HOMO energy: -4.196 eV.

No. 3
The following is a DFT calculation (ωB97M-V/def2-TZVPD) of 2 unconnected molecules or ions with the total composition C4H15N2O at a distorted geometry.

```
22
Properties=species:S:1:pos:R:3:forces:R:3
C -0.35835 0.30542 1.54776 3.59 -2.20 0.51
N 0.11320 1.61266 1.76982 0.21 2.39 -0.62
C -0.46177 -0.15222 0.06118 -1.46 0.38 0.06
N 0.07029 -1.55984 -0.13834 -0.41 -0.75 0.44
C -0.11036 -2.04218 -1.61609 1.09 0.55 0.32
C -1.86336 0.07284 -0.46675 0.34 2.93 1.76
H -1.13464 0.04700 2.31216 0.18 0.01 -1.31
H 0.59979 -0.24139 1.87531 -1.38 -0.24 0.07
H -0.62108 2.32985 1.69205 0.90 -0.23 -0.18
H 0.99175 1.83135 1.22874 -2.04 -0.09 1.08
H 0.10733 0.42541 -0.66310 0.69 0.32 0.77
H -0.47718 -2.06867 0.59602 0.80 -0.41 -1.07
H 1.09875 -1.60791 0.12531 -1.56 0.12 -0.34
H 0.28580 -3.10336 -1.76309 -0.23 1.77 0.29
H 0.42125 -1.19288 -2.18446 -0.56 -1.79 0.55
H -1.16333 -2.01191 -1.90733 0.27 -0.13 0.41
H -1.81360 1.24098 -0.48032 -0.82 -2.02 -0.30
H -2.78623 -0.24674 0.00160 0.28 -0.19 1.01
H -1.93722 -0.30096 -1.40631 -0.27 -0.40 -3.18
H 2.20162 1.86701 0.04959 0.59 -0.01 -0.75
H 3.00296 1.39921 -1.25116 -1.65 0.44 0.98
O 2.08783 1.52001 -0.85025 1.45 -0.45 -0.48
```
Positions in Å, forces in eV/Å.

The lowest unoccupied orbital energy comes out at -3.183 eV. Its HOMO-LUMO gap is 9.8 eV. Its net charge is +1. As for the HOMO energy: -13.003 eV.

No. 4
The following is a DFT calculation (ωB97M-V/def2-TZVPD) of 2 unconnected molecules or ions with the total composition C4H10Se at a distorted geometry.

```
15
Properties=species:S:1:pos:R:3:forces:R:3
C 0.65130 1.58324 -0.69184 0.89 -3.21 1.14
C 1.30155 -1.20889 -0.63828 -2.04 0.95 -1.04
C 1.48877 1.06332 0.46935 0.18 -0.28 0.13
C 1.90207 -0.40085 0.18714 1.65 2.65 0.56
Se -3.67436 -0.33961 0.14721 -0.49 -3.23 2.73
H 1.22786 1.49349 -1.58156 0.09 0.20 -0.93
H -0.11720 0.83775 -0.61331 -1.16 0.29 -1.10
H 0.34349 2.51673 -0.43991 -1.20 2.82 0.17
H 1.79504 -2.08645 -0.79246 0.87 -2.63 -0.53
H -3.14470 0.81964 -0.27589 1.50 3.15 -1.04
H 0.38743 -1.03690 -1.24713 0.76 0.04 0.73
H 0.78560 0.93879 1.31185 0.57 0.73 0.21
H 2.26317 1.86711 0.64725 -0.24 -1.62 0.42
H 2.87423 -0.73108 0.56848 -0.41 0.07 0.25
H -2.84994 -0.33683 1.48871 -0.98 0.09 -1.70
```
Positions in Å, forces in eV/Å.

The lowest unoccupied orbital energy comes out at 0.665 eV. Its HOMO-LUMO gap is 10.0 eV. As for the HOMO energy: -9.379 eV. The SMILES is [SeH2].C=CCC.